# 1
Molecular formula: CH2N2O3S
Method: DFT, ωB97M-V with the def2-TZVPD basis set

* electronic energy: -772.59256 a.u.
* ΔE to the lowest compared entry with this formula, charge and spin: 300.0 kJ/mol
* molar mass: 122.1 u
* LUMO: 0.332 eV
* E_HOMO: -9.561 eV

Last column: Mulliken charge in e.
Element x y z (Å)
1 C -0.49 -1.41 -0.01  0.56
2 N -1.61 -1.79 -0.25  -0.29
3 N 0.51 -1.24 0.65  -0.44
4 O -2.33 0.48 1.46  -0.45
5 O -1.51 1.04 -0.86  -0.49
6 O -2.69 -1.08 -0.62  -0.19
7 S -2.76 0.50 0.09  0.68
8 H -0.89 1.73 -0.45  0.37
9 H 1.43 -1.44 0.47  0.25


# 2
Molecular formula: C7H4BaN3O4PS2
Method: DFT, ωB97M-V with the def2-TZVPD basis set

* electronic energy: -1896.55144 a.u.
* ΔE to the lowest compared entry with this formula, charge and spin: 552.4 kJ/mol
* net charge: +2
* molar mass: 426.6 u
* LUMO: -10.711 eV
* E_HOMO: -15.276 eV

Last column: Mulliken charge in e.
Element x y z (Å)
1 O -1.12 4.20 0.67  -0.19
2 N -0.62 3.25 0.29  0.38
3 O -1.53 2.11 0.45  -0.20
4 N -0.68 1.03 0.49  0.02
5 C -0.14 0.50 1.78  -0.81
6 C 0.86 -0.76 1.76  0.14
7 C 1.40 -1.29 3.16  0.43
8 O 1.95 -2.38 3.19  -0.52
9 O 1.20 -0.52 4.19  -0.61
10 C 1.31 -1.40 0.36  -0.15
11 C 0.75 -0.76 -0.95  0.68
12 N 1.07 -1.15 -2.30  -0.37
13 C 0.68 -2.37 -2.42  0.26
14 S 0.19 -3.72 -3.12  -0.03
15 C -0.28 0.46 -0.82  -0.12
16 P -0.99 1.23 -2.37  0.10
17 S -2.80 0.62 -2.75  -0.28
18 H -0.47 1.00 2.73  0.54
19 H 2.01 -2.27 0.32  0.52
20 H -1.02 2.66 -2.20  0.16
21 H -0.15 0.86 -3.48  0.23
22 Ba -1.62 -1.29 1.01  1.82


The highest molar mass belongs to which entry?
C7H4BaN3O4PS2


What is the formula in the second record?
C7H4BaN3O4PS2


Among the records above, which one has the lowest ΔE to the lowest compared entry with this formula, charge and spin?
CH2N2O3S


Which of these has the lowest E_HOMO?
C7H4BaN3O4PS2